No. 1
DFT (ωB97M-V/def2-TZVPD) results for a single C19H15F2N9 molecule in a non-equilibrium geometry.

The lowest unoccupied orbital energy comes out at -0.4 eV. For the molar mass, the calculation gives 407.388 g mol⁻¹. The spin multiplicity is 1. As for the HOMO-LUMO gap: 7.79 eV. As for the SMILES: Nc1nc2ccc(C(F)(F)c3nnc4ccc(-c5cnn(C6CC6)c5)nn34)cc2[nH]1. The calculation puts the energy at -38787.242 eV.

Geometry as XYZ:
```
45
Properties=species:S:1:pos:R:3:mulliken_charge:R:1
N -4.594 -6.864 -2.063 -0.471
C -4.145 -5.651 -1.655 0.345
N -4.326 -4.690 -2.520 -0.794
C -3.622 -3.586 -1.971 0.882
C -3.501 -2.312 -2.483 -0.968
C -2.565 -1.447 -1.880 -0.030
C -1.957 -1.795 -0.745 -0.110
C -0.983 -0.819 -0.023 1.189
F -1.022 0.479 -0.496 -0.298
F -1.332 -0.656 1.292 -0.326
C 0.466 -1.360 -0.164 0.067
N 0.876 -2.590 -0.079 -0.125
N 2.261 -2.709 -0.325 -0.864
C 2.776 -1.477 -0.350 0.656
C 4.127 -0.923 -0.271 -0.750
C 4.152 0.510 0.040 -0.518
C 2.938 1.310 0.216 0.612
C 3.005 2.671 0.644 0.332
C 4.187 3.291 1.186 -0.502
N 3.775 4.521 1.505 -0.920
N 2.379 4.614 1.455 0.725
C 1.665 5.791 1.874 -0.096
C 0.496 5.709 2.871 -0.406
C 0.290 6.228 1.486 -0.683
C 1.927 3.393 0.913 -0.485
N 1.759 0.716 0.029 -0.673
N 1.646 -0.624 -0.225 0.460
C -2.086 -3.081 -0.220 -0.866
C -3.021 -3.911 -0.809 -0.064
N -3.467 -5.203 -0.541 -0.248
H -5.024 -6.878 -2.984 0.281
H -5.122 -7.368 -1.334 0.259
H -4.053 -1.988 -3.276 0.529
H -2.366 -0.555 -2.422 0.459
H 5.089 -1.498 -0.363 0.377
H 5.175 0.814 -0.061 0.265
H 5.229 2.999 1.063 0.333
H 2.325 6.554 2.174 0.473
H 0.535 6.407 3.798 0.235
H -0.101 4.727 3.075 0.211
H -0.011 7.316 1.520 0.231
H -0.213 5.738 0.643 0.241
H 0.830 3.299 0.793 0.471
H -1.559 -3.286 0.745 0.318
H -2.838 -5.816 -0.060 0.245
```

---

No. 2
DFT (ωB97M-V/def2-TZVPD) results for a single C4H9NO molecule in a non-equilibrium geometry.

The lowest unoccupied orbital energy comes out at 0.9 eV. For the molar mass, the calculation gives 87.122 g mol⁻¹. The spin multiplicity is 1. As for the HOMO-LUMO gap: 10.01 eV. The calculation puts the energy relative to the best compared isomer or geometry (same formula, charge and spin) at 23.3 kcal/mol. As for the SMILES: CC(=O)N(C)C. The calculation puts the energy at -7831.311 eV.

Geometry as XYZ:
```
15
Properties=species:S:1:pos:R:3:mulliken_charge:R:1
C 0.544 -1.396 -1.346 -1.174
C -0.508 -0.872 -0.414 0.826
O -1.516 -1.490 -0.125 -0.626
N -0.189 0.250 0.323 0.014
C 0.876 1.183 0.049 -0.768
C -1.117 0.561 1.400 -0.916
H 1.523 -1.158 -0.947 0.315
H 0.513 -2.458 -1.544 0.340
H 0.378 -0.955 -2.345 0.283
H 1.271 1.626 0.971 0.297
H 0.621 2.079 -0.552 0.262
H 1.631 0.631 -0.493 0.257
H -1.252 -0.411 1.889 0.319
H -0.699 1.354 2.019 0.313
H -2.077 1.055 1.115 0.258
```

---

No. 3
DFT (ωB97M-V/def2-TZVPD) results for a gas-phase ion, C3H7N2OS (charge +1) in a non-equilibrium geometry.

The lowest unoccupied orbital energy comes out at -4.6 eV. For the molar mass, the calculation gives 119.169 g mol⁻¹. Its charge is +1. The spin multiplicity is 1. As for the HOMO-LUMO gap: 9.14 eV. The calculation puts the energy relative to the best compared isomer or geometry (same formula, charge and spin) at 79.6 kcal/mol. As for the SMILES: C/C=N/[C@]1([NH3+])OS1. The calculation puts the energy at -19077.844 eV.

Geometry as XYZ:
```
14
Properties=species:S:1:pos:R:3:mulliken_charge:R:1
C -2.216 -1.127 -0.007 -1.077
C -0.810 -0.915 -0.070 0.107
N -0.263 0.250 0.090 -0.472
C 1.127 0.354 -0.020 0.432
N 1.414 1.814 0.195 -0.154
O 1.878 -0.222 -0.992 -0.369
S 2.421 -0.805 0.546 0.012
H -2.540 -1.722 0.836 0.323
H -2.680 -0.166 -0.232 0.286
H -2.566 -1.989 -0.794 0.321
H -0.216 -1.746 -0.096 0.459
H 2.019 2.024 0.986 0.377
H 0.477 2.183 0.249 0.355
H 1.956 2.069 -0.689 0.401
```

---

- Which of these has the highest energy?
  C4H9NO

---

Copy entry 2 word for word.
DFT (ωB97M-V/def2-TZVPD) results for a single C4H9NO molecule in a non-equilibrium geometry.

The lowest unoccupied orbital energy comes out at 0.9 eV. For the molar mass, the calculation gives 87.122 g mol⁻¹. The spin multiplicity is 1. As for the HOMO-LUMO gap: 10.01 eV. The calculation puts the energy relative to the best compared isomer or geometry (same formula, charge and spin) at 23.3 kcal/mol. As for the SMILES: CC(=O)N(C)C. The calculation puts the energy at -7831.311 eV.

Geometry as XYZ:
```
15
Properties=species:S:1:pos:R:3:mulliken_charge:R:1
C 0.544 -1.396 -1.346 -1.174
C -0.508 -0.872 -0.414 0.826
O -1.516 -1.490 -0.125 -0.626
N -0.189 0.250 0.323 0.014
C 0.876 1.183 0.049 -0.768
C -1.117 0.561 1.400 -0.916
H 1.523 -1.158 -0.947 0.315
H 0.513 -2.458 -1.544 0.340
H 0.378 -0.955 -2.345 0.283
H 1.271 1.626 0.971 0.297
H 0.621 2.079 -0.552 0.262
H 1.631 0.631 -0.493 0.257
H -1.252 -0.411 1.889 0.319
H -0.699 1.354 2.019 0.313
H -2.077 1.055 1.115 0.258
```